Record 1
Density functional theory data (wB97M-V/def2-TZVPD) for C37H28N4O7PrS2 as an isolated structure at a distorted geometry.

Properties
HOMO-LUMO gap (spin up / spin down) = 6.94 / 6.94 eV
multiplicity = 3
total energy = -3485.988107 Ha
expectation value of S² = 2.00
HOMO (spin up / spin down) = -5.07 / -5.08 eV
net charge = -1
energy relative to the best compared isomer or geometry (same formula, charge and spin) = 0.0 kcal/mol
LUMO level (spin up / spin down) = 1.87 / 1.86 eV

Each line ends with the Löwdin charge.
Atoms and positions in Å:
Pr 1.75 0.82 0.45  1.278
C 1.30 -0.92 3.60  -0.046
O 0.57 -0.14 2.63  -0.240
C -0.71 0.28 2.99  -0.205
C -1.49 -0.49 3.86  -0.021
C -2.78 -0.09 4.11  -0.108
C -3.31 1.01 3.48  -0.103
C -2.53 1.81 2.63  -0.001
C -1.19 1.44 2.38  -0.152
N -0.33 2.12 1.44  0.008
N -0.85 3.24 1.03  0.114
C -0.28 4.03 0.06  -0.108
C 0.95 3.84 -0.63  -0.314
O 1.83 2.97 -0.35  -0.167
C 1.23 4.70 -1.77  0.017
C 0.39 5.71 -2.15  -0.007
C -0.80 5.99 -1.39  -0.184
C -1.55 7.16 -1.69  -0.051
C -2.63 7.48 -0.92  -0.112
C -3.01 6.62 0.14  -0.097
C -2.30 5.50 0.41  -0.034
C -1.12 5.17 -0.33  -0.099
H 0.98 -1.99 3.54  0.101
H 1.15 -0.52 4.61  0.108
H 2.38 -0.88 3.32  0.113
H -1.08 -1.42 4.25  0.114
H -3.44 -0.69 4.74  0.103
H -4.38 1.28 3.55  0.106
H -3.04 2.63 2.11  0.105
H 2.12 4.46 -2.35  0.121
H 0.60 6.29 -3.06  0.112
H -1.25 7.83 -2.49  0.105
H -3.19 8.39 -1.06  0.086
H -3.93 6.91 0.69  0.104
H -2.60 4.85 1.22  0.089
S 2.10 -4.39 0.08  1.097
C 0.42 -4.12 0.48  -0.474
C -0.64 -5.00 0.64  -0.098
C -1.95 -4.50 0.80  -0.088
C -2.18 -3.11 0.87  -0.048
C -1.09 -2.24 0.74  -0.004
C 0.20 -2.74 0.54  -0.312
N 1.33 -1.94 0.37  0.060
C 2.38 -2.65 0.06  -0.509
C 3.68 -2.12 -0.25  -0.282
C 4.72 -2.97 -0.57  -0.098
C 6.01 -2.50 -0.71  -0.110
C 6.24 -1.14 -0.54  -0.097
C 5.18 -0.29 -0.25  -0.122
C 3.84 -0.71 -0.14  -0.119
H -0.48 -6.08 0.62  0.102
H -2.75 -5.22 0.92  0.093
H -3.14 -2.66 1.01  0.101
H -1.22 -1.19 0.74  0.080
H 4.56 -4.04 -0.67  0.073
H 6.79 -3.20 -0.96  0.087
H 7.24 -0.72 -0.69  0.094
H 5.40 0.79 -0.17  0.086
C -2.25 -5.43 -3.57  -0.049
C -1.83 -4.05 -3.07  -0.272
C -2.69 -2.95 -2.98  -0.027
C -2.24 -1.65 -2.64  -0.051
C -0.91 -1.42 -2.43  -0.251
C -0.06 -2.51 -2.42  -0.052
C -0.52 -3.79 -2.73  -0.046
S -0.38 0.25 -1.98  0.508
O -0.94 1.17 -2.96  -0.294
O -0.98 0.46 -0.67  -0.335
O 1.10 0.30 -1.83  -0.423
H -2.77 -5.99 -2.78  0.075
H -1.32 -5.98 -3.88  0.084
H -2.89 -5.38 -4.45  0.069
H -3.74 -3.02 -3.18  0.101
H -2.90 -0.82 -2.61  0.110
H 0.98 -2.37 -2.21  0.105
H 0.22 -4.58 -2.76  0.109
O 2.37 1.84 2.81  -0.202
N 3.61 1.81 2.74  -0.194
O 4.02 1.45 1.62  -0.209

---

Record 2
Density functional theory data (wB97M-V/def2-TZVPD) for C37H29BiN8O4PS2Se as an isolated structure.

Properties
HOMO-LUMO gap = 7.34 eV
total energy = -5920.087158 Ha
HOMO = -10.77 eV
net charge = +1
energy relative to the best compared isomer or geometry (same formula, charge and spin) = 0.0 kcal/mol
LUMO level = -3.44 eV

Each line ends with the Löwdin charge.
Atoms and positions in Å:
Bi -0.06 0.67 0.77  1.911
O 3.78 -0.29 -1.10  0.097
C 2.86 -0.10 -0.35  -0.609
O 1.88 0.74 -0.52  -0.273
C 2.81 -0.85 0.97  -0.200
C 3.84 -1.67 1.40  0.027
C 3.74 -2.24 2.67  -0.009
C 2.64 -1.95 3.47  0.024
C 1.64 -1.13 2.96  -0.180
N 1.74 -0.62 1.73  0.016
C 0.41 -0.75 3.77  -0.615
O 0.36 -1.12 4.93  0.069
O -0.45 -0.05 3.12  -0.235
H 4.68 -1.83 0.75  0.129
H 4.52 -2.89 3.03  0.119
H 2.53 -2.34 4.47  0.128
N -0.61 1.24 -2.62  -0.128
P -0.36 -0.35 -1.98  0.975
C 1.00 -1.01 -3.00  -0.344
C 1.50 -2.27 -2.66  -0.114
C 2.53 -2.84 -3.39  -0.064
C 3.09 -2.13 -4.45  -0.064
C 2.62 -0.87 -4.76  -0.060
C 1.58 -0.31 -4.04  -0.071
C -1.85 -1.15 -2.69  -0.339
C -1.90 -2.55 -2.73  -0.093
C -3.04 -3.20 -3.17  -0.068
C -4.16 -2.46 -3.55  -0.075
C -4.12 -1.08 -3.50  -0.077
C -2.97 -0.42 -3.06  -0.109
C -0.16 2.45 -2.13  -0.364
C 0.11 3.48 -3.04  -0.005
C 0.46 4.73 -2.58  -0.043
C 0.52 4.95 -1.20  -0.052
C 0.26 3.89 -0.37  -0.128
N -0.06 2.66 -0.81  -0.019
H -0.75 1.25 -3.62  0.097
H 1.09 -2.80 -1.81  0.075
H 2.90 -3.82 -3.14  0.109
H 3.91 -2.56 -5.01  0.110
H 3.07 -0.31 -5.58  0.110
H 1.25 0.69 -4.30  0.094
H -1.04 -3.13 -2.43  0.086
H -3.06 -4.28 -3.21  0.110
H -5.05 -2.97 -3.88  0.109
H -4.99 -0.50 -3.80  0.107
H -2.96 0.66 -3.02  0.088
H 0.06 3.29 -4.10  0.118
H 0.68 5.52 -3.27  0.119
H 0.77 5.92 -0.79  0.111
H 0.30 4.01 0.70  0.095
C -3.85 1.82 -0.04  -0.064
C -3.26 2.29 1.25  -0.659
N -1.99 2.26 1.53  -0.039
C -1.71 2.77 2.78  -0.338
C -2.81 3.20 3.46  -0.316
S -4.21 2.96 2.52  1.098
C -0.31 2.82 3.24  -0.337
C 0.11 3.29 4.44  -0.308
S 1.81 3.18 4.56  1.143
C 1.89 2.51 2.99  -0.608
N 0.72 2.36 2.43  -0.049
C 3.20 2.17 2.35  -0.044
H -3.27 0.98 -0.43  0.052
H -3.84 2.63 -0.78  0.094
H -4.89 1.51 0.09  0.085
H -2.87 3.63 4.45  0.087
H -0.48 3.70 5.24  0.090
H 3.93 2.95 2.57  0.090
H 3.09 2.08 1.27  0.078
H 3.60 1.23 2.74  0.088
Se -3.30 -0.96 2.65  1.199
N -2.70 -2.38 3.45  -0.190
C -1.77 -2.89 2.66  -0.386
C -0.96 -4.01 2.98  0.024
C 0.00 -4.36 2.08  -0.036
C 0.17 -3.59 0.89  -0.123
N -0.55 -2.56 0.55  0.100
C -1.54 -2.20 1.42  -0.493
N -2.29 -1.12 1.21  -0.286
H -1.09 -4.53 3.92  0.132
H 0.67 -5.19 2.27  0.112
H 0.96 -3.88 0.20  0.107

---

Record 3
Density functional theory data (wB97M-V/def2-TZVPD) for C37H29Br2N5NiO3PS3 as an isolated structure at a distorted geometry.

Properties
HOMO-LUMO gap (spin up / spin down) = 6.73 / 6.66 eV
multiplicity = 3
total energy = -10119.378096 Ha
expectation value of S² = 2.01
HOMO (spin up / spin down) = -4.88 / -4.83 eV
net charge = -1
energy relative to the best compared isomer or geometry (same formula, charge and spin) = 8.1 kcal/mol
LUMO level (spin up / spin down) = 1.86 / 1.83 eV

Each line ends with the Löwdin charge.
Atoms and positions in Å:
Ni 0.65 -0.84 0.59  0.347
Br -5.23 -5.45 0.39  0.696
C -3.74 -4.31 0.23  -0.730
C -3.59 -3.70 -1.01  -0.147
C -2.52 -2.87 -1.25  -0.009
C -1.56 -2.59 -0.23  -0.334
O -0.63 -1.78 -0.54  -0.158
C -1.78 -3.20 1.06  -0.128
C -0.94 -2.90 2.16  -0.058
N 0.17 -2.21 2.09  0.065
C 0.90 -1.95 3.27  -0.169
C 0.73 -2.54 4.51  -0.016
C 1.39 -2.17 5.69  -0.082
C 2.34 -1.20 5.62  -0.041
C 2.65 -0.65 4.34  -0.143
C 3.70 0.34 4.17  -0.008
C 3.93 0.89 2.96  -0.049
C 3.11 0.49 1.88  -0.126
N 2.20 -0.44 1.99  0.061
C 1.96 -1.02 3.22  -0.155
C -2.87 -4.08 1.25  -0.076
H -4.32 -3.94 -1.78  0.092
H -2.38 -2.27 -2.15  0.112
H -1.24 -3.15 3.18  0.120
H -0.03 -3.34 4.57  0.107
H 1.17 -2.74 6.59  0.107
H 2.91 -0.97 6.49  0.102
H 4.29 0.65 5.04  0.120
H 4.77 1.59 2.80  0.112
H 3.18 0.94 0.88  0.058
H -3.03 -4.44 2.22  0.096
S -2.14 1.38 -1.23  0.261
P -0.32 1.70 -1.85  0.130
S 1.38 0.90 -0.96  0.364
C -0.01 3.50 -1.97  -0.405
C -0.74 4.20 -2.87  -0.120
C -0.65 5.58 -2.95  -0.081
C 0.22 6.24 -2.11  -0.103
C 1.01 5.52 -1.22  -0.096
C 0.84 4.16 -1.10  -0.106
C -0.21 1.23 -3.64  -0.380
C -1.22 0.54 -4.34  -0.102
C -1.01 0.20 -5.68  -0.116
C 0.16 0.51 -6.36  -0.109
C 1.17 1.14 -5.64  -0.093
C 1.01 1.48 -4.29  -0.113
H -1.43 3.68 -3.53  0.110
H -1.19 6.13 -3.71  0.098
H 0.40 7.32 -2.18  0.098
H 1.73 6.00 -0.54  0.107
H 1.46 3.59 -0.45  0.060
H -2.16 0.32 -3.85  0.070
H -1.81 -0.23 -6.28  0.097
H 0.32 0.27 -7.40  0.095
H 2.07 1.39 -6.20  0.100
H 1.83 2.01 -3.84  0.096
S 2.55 -2.64 -0.54  0.600
C 1.81 -2.78 -2.05  -0.875
N 1.34 -3.95 -2.61  0.017
C 0.55 -3.69 -3.81  -0.146
C 1.03 -2.29 -4.17  -0.107
N 1.83 -1.84 -2.97  0.045
H 1.07 -4.63 -1.90  0.123
H -0.50 -3.70 -3.56  0.097
H 0.76 -4.43 -4.60  0.119
H 0.22 -1.61 -4.36  0.082
H 1.72 -2.28 -5.00  0.108
H 1.81 -0.86 -2.68  0.041
Br 0.64 4.20 5.35  0.706
C -0.81 3.12 4.86  -0.688
C -2.01 3.18 5.56  -0.215
N -3.05 2.43 5.23  0.054
C -2.97 1.64 4.16  -0.089
C -1.82 1.53 3.42  -0.083
C -0.72 2.30 3.75  -0.061
C -1.62 0.39 2.34  -0.592
O -2.50 -0.46 2.23  0.033
O -0.50 0.41 1.74  -0.124
H -2.07 3.78 6.47  0.094
H -3.83 0.98 3.98  0.122
H 0.18 2.28 3.14  0.109